(1)
ORCA calculation (the ωB97M-V functional and the def2-TZVPD basis) on a molecular structure, C37H33FI2N7ORu in a non-equilibrium geometry.

Geometry as XYZ:
```
82
Properties=species:S:1:pos:R:3:forces:R:3
H -0.4911 1.1434 3.8634 0.0 0.0 0.0
H -3.3017 -2.0184 9.4737 0.0 0.0 0.0
H 3.8610 1.4880 -2.1164 0.0 0.1 0.0
H 1.6000 5.9709 -4.7313 0.0 0.0 0.0
C -3.4440 -3.5036 6.4199 0.0 0.0 0.0
N -0.3446 0.3971 0.5854 1.2 -0.5 0.6
C 3.9153 0.4980 -1.6841 0.2 -0.2 0.0
C 0.4252 -3.2479 -2.3715 -0.1 0.0 0.0
C -1.7269 -1.1902 4.2853 0.1 0.1 -0.3
H -1.8379 -2.3472 1.7653 0.0 0.0 0.0
N 3.0456 0.4256 -0.4929 -0.8 -0.2 0.2
H 0.6466 -3.3865 0.0736 0.1 -0.1 0.0
C 1.5753 -2.8680 0.2644 0.1 -0.1 0.1
C -0.0664 5.6018 -3.4629 0.0 0.0 0.0
H 3.5039 2.3464 0.2084 0.0 0.0 0.0
H -3.3185 4.1367 -0.4916 0.0 0.0 0.0
O 1.8157 2.0308 -2.5393 0.5 0.1 -0.3
C -0.1936 1.0725 1.7377 -0.2 0.0 0.2
H -2.4274 5.8563 -2.0329 0.0 0.0 0.0
C 1.2618 3.1626 -2.8346 0.0 -0.2 -0.1
C -1.2228 -0.6749 2.9982 -0.1 -0.2 0.3
H 1.2647 -3.7468 -1.9118 0.0 0.0 0.0
I 3.6206 3.6463 -4.6152 0.0 0.0 0.0
N -2.3932 -2.3814 4.3987 0.0 -0.1 0.1
H 4.4324 -3.1796 2.0713 0.0 0.0 0.0
H -2.0791 1.9857 -0.2292 0.0 0.0 0.0
H -2.5907 0.5950 -2.8560 0.0 0.0 0.0
C -3.1345 -2.1398 8.4114 0.0 -0.1 0.0
C -1.6438 -2.0049 -3.6982 0.0 0.0 0.0
I -0.9902 7.3888 -4.0022 0.0 0.1 0.0
H 4.7975 -0.9390 1.0982 0.0 0.0 0.0
C -1.3678 -1.3738 1.8097 -0.1 0.0 -0.1
C 1.7993 4.0851 -3.7204 0.0 0.1 0.0
N 1.0610 -1.0617 -1.3886 -0.3 -0.5 -0.5
H 0.0046 -0.1504 -5.2369 0.0 0.0 0.0
N -0.5503 2.5443 -1.4596 -0.2 -0.4 0.2
C -1.5741 -3.3924 -3.7102 0.0 0.0 0.0
C 3.8982 -1.4906 0.8573 0.0 0.0 0.0
H -0.3478 -5.0692 -3.1735 0.0 0.0 0.0
C -0.6723 4.7064 -2.5470 -0.1 0.0 0.0
C -0.4888 -3.9976 -3.0966 0.0 0.0 0.0
C 2.4952 -3.4027 1.1549 0.0 0.1 0.0
C -2.2523 -1.3657 6.3459 0.1 0.2 0.0
C 1.1391 5.2875 -4.0307 0.0 -0.1 0.0
C 2.9537 -0.9428 0.0066 0.4 0.2 0.3
H 0.2764 2.0438 1.6448 0.1 -0.1 0.0
Ru 0.9302 1.0327 -1.0211 0.0 1.0 -0.3
H 3.5736 -0.2304 -2.4169 0.0 0.0 0.0
H -1.6638 1.9143 -3.5916 0.0 0.0 -0.1
H 4.9459 0.2708 -1.3935 0.0 -0.1 0.0
C -1.8163 0.8371 -3.5841 0.0 0.0 0.1
C -1.8946 4.9283 -1.8706 0.0 0.1 -0.1
C -3.6293 -3.2918 7.7698 0.0 0.1 0.1
H -2.3179 -3.9754 -4.2377 0.0 0.0 0.0
H 1.3513 -0.0850 -4.0696 0.0 0.0 0.0
C -0.0104 3.4922 -2.2762 -0.2 0.0 0.1
C 3.5654 1.3234 0.5569 0.2 0.0 -0.2
H 2.2784 -4.3459 1.6415 0.0 0.0 0.0
H -2.4320 -1.5128 -4.2529 0.0 0.0 0.0
H -2.5949 -3.0305 3.6607 0.0 0.0 0.0
H -4.1682 -4.0280 8.3520 0.0 0.0 0.0
H -1.0363 -1.3179 -0.3128 0.1 0.0 0.1
C -0.7029 -1.2436 -3.0182 -0.1 0.1 -0.1
C -2.3923 3.9800 -1.0268 0.0 -0.1 0.0
F 1.4153 2.6098 -0.0054 -0.2 0.5 0.4
C -1.6882 2.7754 -0.8565 -0.1 0.0 -0.1
C -0.9140 -0.8092 0.6332 -0.4 0.1 -0.1
H -3.8224 -4.3919 5.9307 0.0 0.0 0.0
N -1.6192 -0.5535 5.4149 -0.1 -0.1 0.2
H -2.1645 0.5476 -4.5830 0.0 0.0 0.0
C 1.8357 -1.6610 -0.3993 -0.2 0.0 -0.4
H 2.9632 1.2245 1.4552 0.0 0.0 0.0
C -2.7461 -2.5161 5.7263 -0.1 -0.1 -0.1
C 3.6884 -2.7435 1.4184 -0.1 0.0 0.0
H 4.6060 1.0749 0.7769 0.0 0.0 0.0
C -2.4446 -1.1709 7.7153 0.0 0.0 0.0
C 0.2854 -1.8553 -2.2227 0.2 0.1 0.3
H -2.0595 -0.2842 8.2013 0.0 0.0 0.0
N -0.5661 0.1740 -3.2240 -0.1 0.0 -0.3
H 0.5358 1.4044 -4.5466 0.0 0.0 0.0
C -0.6149 0.5725 2.9540 0.0 0.2 -0.1
C 0.3908 0.3473 -4.3383 -0.1 0.0 0.1
```
Forces are in eV/Å.

Values from the calculation:
Gap between HOMO and LUMO (spin up / spin down), eV: 6.1147 / 6.0581
Electronic energy, eV: -72885.02190
Max |F|, eV/Å: 1.4
Molar mass, g/mol: 965.60
LUMO (spin up / spin down), eV: -0.571 / -0.560
Spin multiplicity: 2

(2)
ORCA calculation (the ωB97M-V functional and the def2-TZVPD basis) on 2 unconnected molecules or ions with the total composition C4H10N2O in a non-equilibrium geometry.

Geometry as XYZ:
```
17
Properties=species:S:1:pos:R:3:forces:R:3
N 1.8577 0.8434 0.4341 -0.1 -0.5 0.0
H -1.4185 -2.6397 0.9802 0.1 -0.1 0.0
C -0.5455 0.5054 0.7606 2.1 2.1 -0.3
O -0.5279 -1.4427 -0.3818 1.8 0.2 -0.9
H -0.4358 1.3679 -1.8648 -0.2 0.1 0.0
H 1.2402 1.8219 -2.0531 0.2 0.2 0.2
C -0.4412 -2.5493 0.5023 0.2 0.0 -0.1
H -0.1739 0.0998 1.7063 -0.2 -0.4 -0.1
C 0.4156 1.7998 -1.3413 -0.2 -0.6 -0.5
H -0.2152 -3.4625 -0.0536 -0.1 -0.1 0.1
H 2.6301 1.2966 -0.0625 -0.3 -0.1 -0.1
C 0.7325 0.9703 -0.1357 -1.7 0.4 1.4
N -1.6637 1.0352 0.5485 0.0 0.7 -0.2
H 0.1239 2.8041 -1.0404 0.1 0.0 0.0
H 0.3909 -1.0877 -0.6111 -1.8 -1.3 0.5
H -2.2960 1.0345 1.3453 0.0 -0.6 -0.1
H 0.3269 -2.3970 1.2669 -0.1 0.0 0.0
```
Forces are in eV/Å.

Values from the calculation:
Gap between HOMO and LUMO, eV: 10.3517
Electronic energy, eV: -9335.71456
SMILES string: [H]/N=C/C(C)=N/[H].CO
Max |F|, eV/Å: 3.0
Molar mass, g/mol: 102.14
LUMO, eV: 0.973

(3)
ORCA calculation (the ωB97M-V functional and the def2-TZVPD basis) on 2 unconnected molecules or ions with the total composition C11H14N2 in a non-equilibrium geometry.

Geometry as XYZ:
```
27
Properties=species:S:1:pos:R:3:forces:R:3
H 0.0627 -3.8663 2.8495 0.2 0.0 0.2
C -1.3106 2.5825 1.0417 0.9 -1.0 -1.2
H 1.7708 -3.5800 2.5579 0.1 0.3 0.6
C 0.0319 2.5745 1.3890 0.3 1.1 1.6
H -0.2105 1.6163 -3.2591 0.5 0.8 -0.2
H 2.1008 2.2510 0.7340 0.3 0.3 0.5
C 1.0677 2.3736 0.4886 -1.4 0.4 -1.3
H -2.6424 2.4637 -0.5962 0.0 -0.5 -0.2
C 0.5440 -2.7992 1.1102 -0.5 0.3 0.1
C 0.7922 -3.0995 2.5583 -0.5 -0.9 -0.7
H -2.0882 2.6080 1.7881 0.0 0.4 0.0
C -0.9590 2.2096 -2.7346 -0.4 -0.1 -0.4
C 0.7119 2.3651 -0.8595 0.6 -0.5 0.0
H 1.2049 -3.3300 -1.9749 -0.1 0.1 -0.2
C -0.6156 2.3621 -1.2828 0.0 -1.0 0.4
H 0.2607 3.0122 2.3624 0.2 -0.9 0.2
H -0.6703 -1.6609 -1.5821 0.0 0.2 0.3
N -0.1733 -2.1062 -0.8292 0.7 0.0 -1.1
N 1.2082 -3.4935 0.1389 1.1 0.2 -0.3
H -1.0387 -1.2195 0.8828 -0.1 0.1 0.3
C -0.3365 -1.9394 0.5179 -0.1 0.1 -0.1
C -1.5988 2.3676 -0.3063 -1.0 1.1 0.4
H 0.6570 -2.2681 3.2454 0.4 0.1 -0.2
H -1.1595 3.2102 -3.1278 0.5 -0.2 -0.5
H 1.5227 2.3303 -1.5822 -0.2 -0.1 -0.1
H -1.8456 1.6243 -3.0074 -0.3 0.2 0.9
C 0.8410 -2.9995 -1.0207 -1.0 -0.4 1.1
```
Forces are in eV/Å.

Values from the calculation:
Gap between HOMO and LUMO, eV: 9.0488
Electronic energy, eV: -14613.76871
SMILES string: Cc1c[nH]cn1.Cc1ccccc1
Max |F|, eV/Å: 2.0
Molar mass, g/mol: 174.25
LUMO, eV: 0.655

(4)
ORCA calculation (the ωB97M-V functional and the def2-TZVPD basis) on a single C4H8O2 molecule in a non-equilibrium geometry.

Geometry as XYZ:
```
14
Properties=species:S:1:pos:R:3:forces:R:3
O -1.2777 -1.6742 -0.2473 1.3 0.6 -0.6
H -1.2212 -0.3222 1.1882 -0.2 0.4 0.2
H -1.8144 0.3278 -0.4063 0.0 0.0 0.2
H 0.4549 1.2166 1.7595 0.0 0.1 -0.1
H -0.2040 2.2659 0.4793 0.1 -0.1 0.0
O 1.2744 -0.7611 0.1699 0.2 0.0 0.0
C 0.3438 0.2572 -0.1645 -0.4 0.2 0.0
H 2.1635 -0.4107 0.0195 -0.2 -0.2 0.0
H 0.4549 0.5195 -1.2272 -0.2 -0.1 0.2
H -0.3789 -2.7918 -1.4805 -0.6 -0.7 -0.4
C -0.7900 -1.7711 -1.4562 0.4 -0.6 -0.3
C 0.5409 1.4944 0.7042 0.0 0.1 0.1
H 1.5306 1.9373 0.5475 -0.1 -0.1 0.0
C -1.0769 -0.2877 0.1141 -0.2 0.4 0.5
```
Forces are in eV/Å.

Values from the calculation:
Gap between HOMO and LUMO, eV: 9.1259
Electronic energy, eV: -8368.81754
Max |F|, eV/Å: 1.6
Molar mass, g/mol: 88.11
LUMO, eV: 0.806

> Look up the max |F| of the second one.

3.0 eV/Å